DFT (wB97M-V/def2-TZVPD) results for a 9-piece molecular cluster, C20H60BF4N12O8 overall.

Output
- Kohn-Sham gap: 8.54 eV
- LUMO: 1.5 eV
- HOMO level: -7.041 eV

ORCA input file:
```
! wB97M-V def2-TZVPD RIJCOSX def2/J DEFGRID3
* xyz -1 1
B -7.0086 -21.2432 -8.7671
F -7.3574 -21.7974 -7.5330
F -6.6625 -22.1664 -9.7494
F -8.0620 -20.5595 -9.2574
F -5.9262 -20.3802 -8.6442
C -12.8934 -17.0194 -13.1168
C -12.1644 -15.6191 -13.0455
C -12.8273 -14.4314 -13.7290
O -12.9125 -14.6630 -15.1312
C -13.8704 -13.8743 -15.8530
N -11.7653 -15.2749 -11.6985
H -13.3292 -17.1435 -14.1081
H -13.6673 -17.1084 -12.3543
H -12.2307 -17.8842 -13.0863
H -11.2259 -15.7126 -13.5920
H -12.3312 -13.5233 -13.3864
H -13.8228 -14.3818 -13.2880
H -13.5700 -12.8276 -15.9003
H -14.8790 -13.9226 -15.4425
H -13.8522 -14.2302 -16.8832
H -11.4017 -16.0966 -11.2372
H -12.6079 -15.0939 -11.1718
C -6.4098 -24.0160 -0.6694
C -5.7354 -25.4290 -0.7722
C -5.6583 -26.3709 0.4456
O -5.0414 -25.7923 1.5300
C -4.7686 -26.6605 2.5791
N -6.2954 -26.0032 -2.0000
H -6.2669 -23.4031 -1.5594
H -5.9641 -23.4003 0.1119
H -7.4702 -24.2549 -0.5889
H -4.6778 -25.1676 -0.8101
H -5.0901 -27.2577 0.1650
H -6.6781 -26.6697 0.6880
H -4.3600 -26.1376 3.4438
H -4.0470 -27.3905 2.2123
H -5.7481 -27.1036 2.7589
H -6.2181 -25.2947 -2.7156
H -5.5942 -26.7047 -2.1903
C -0.7836 -24.4556 -7.9536
C -1.5345 -23.0948 -8.0554
C -0.6781 -21.8730 -7.3589
O -0.5446 -22.0968 -6.0000
C -1.8092 -21.8925 -5.3362
N -1.5839 -22.9014 -9.5066
H -0.6320 -24.4845 -6.8746
H 0.1643 -24.3996 -8.4890
H -1.3379 -25.3585 -8.2095
H -2.5142 -23.2738 -7.6123
H -1.1234 -20.8927 -7.5285
H 0.2701 -21.9088 -7.8953
H -2.4383 -22.7822 -5.3636
H -2.5302 -21.1373 -5.6490
H -1.6997 -21.6783 -4.2731
H -2.1908 -22.1396 -9.7738
H -2.0047 -23.6993 -9.9608
C -12.1553 -32.2647 -7.8633
C -12.6774 -30.8502 -7.9308
C -11.5308 -29.8233 -8.1513
O -11.9272 -28.5064 -7.7500
C -10.7702 -27.6248 -7.7338
N -13.6779 -30.7017 -8.9840
H -12.0369 -32.6957 -8.8574
H -12.8253 -32.9362 -7.3263
H -11.2047 -32.2640 -7.3300
H -13.1866 -30.5754 -7.0071
H -11.1593 -29.7241 -9.1712
H -10.6952 -30.1282 -7.5213
H -10.8724 -26.7079 -7.1533
H -10.5753 -27.3446 -8.7690
H -9.8892 -28.1144 -7.3188
H -14.3867 -31.3506 -8.6733
H -14.1018 -29.7897 -8.8911
C -5.7003 -17.6553 -13.0855
O -5.1487 -17.1714 -14.0462
N -5.9841 -17.0145 -12.0514
N -6.1271 -18.8455 -12.9846
H -6.5054 -17.4895 -11.3285
H -5.8136 -16.0198 -12.0108
H -6.4992 -19.1175 -12.0859
H -6.0396 -19.4782 -13.7670
C -8.8926 -17.2796 -4.8329
O -9.1080 -16.2755 -4.1792
N -9.0698 -18.4373 -4.3034
N -8.2947 -17.1835 -5.9653
H -9.5898 -18.6143 -3.4559
H -8.8464 -19.2075 -4.9175
H -8.0584 -18.0298 -6.4634
H -7.9712 -16.2634 -6.2277
C -5.2175 -27.3587 -13.3813
O -4.0967 -27.1672 -13.0046
N -5.5785 -28.2164 -14.2842
N -6.2574 -26.7908 -12.8461
H -6.4681 -28.3686 -14.7376
H -4.8473 -28.7286 -14.7565
H -6.1698 -26.0310 -12.1865
H -7.1532 -26.8544 -13.3083
C -12.3852 -24.4898 -14.5647
O -13.2578 -24.0411 -13.8893
N -12.4804 -25.1690 -15.7039
N -11.1223 -24.2023 -14.3122
H -11.6606 -25.4067 -16.2438
H -13.4144 -25.4947 -15.9077
H -10.9725 -23.6031 -13.5130
H -10.4144 -24.5259 -14.9557
*
```

=====

DFT (wB97M-V/def2-TZVPD) results for C39H59N5O5SbSi3Sr as an isolated structure.

Output
- Kohn-Sham gap: 6.86 eV
- LUMO: 2.4 eV
- HOMO level: -4.427 eV
- Energy above the lowest of the compared OMol25 structures with the same formula, charge and spin: 0.8506 eV

ORCA input file:
```
! wB97M-V def2-TZVPD RIJCOSX def2/J DEFGRID3
* xyz -1 1
Sr -0.5538 -0.2144 0.8916
C -3.6256 -0.4126 -0.2856
C -3.6429 -1.9000 -0.2496
C -4.7852 -2.6103 -0.6209
C -4.7818 -3.9903 -0.5649
C -3.6328 -4.6287 -0.1253
C -2.5237 -3.8536 0.1983
N -2.5209 -2.5292 0.1253
Sb -0.7580 -5.0190 0.6627
C 0.4321 -4.2300 -0.9518
C 0.4207 -4.8487 -2.1958
C 1.2971 -4.3891 -3.1647
C 2.1360 -3.3316 -2.8608
C 2.0467 -2.7255 -1.6084
C 2.8503 -1.5109 -1.2621
N 1.2151 -3.1919 -0.6702
C 0.4139 -4.1108 2.2342
C 1.4292 -4.9431 2.6991
C 2.1718 -4.5323 3.7907
C 1.8338 -3.3438 4.4109
C 0.7887 -2.5745 3.9007
C 0.3274 -1.3441 4.6162
N 0.1175 -2.9496 2.8004
H -4.5934 -0.0015 -0.5642
H -2.8768 -0.0687 -1.0111
H -3.3281 -0.0448 0.6958
H -5.6610 -2.0702 -0.9565
H -5.6509 -4.5595 -0.8715
H -3.5882 -5.7066 -0.0343
H -0.2564 -5.6719 -2.3876
H 1.3271 -4.8527 -4.1435
H 2.8539 -2.9690 -3.5852
H 2.2551 -0.6219 -1.4913
H 3.0443 -1.4891 -0.1931
H 3.7801 -1.4633 -1.8289
H 1.6242 -5.8927 2.2147
H 2.9802 -5.1471 4.1682
H 2.3591 -3.0141 5.2981
H 0.2882 -0.4925 3.9423
H 0.9731 -1.1115 5.4621
H -0.6967 -1.5061 4.9616
C 2.4354 2.1385 -1.1187
O 1.1302 1.6224 -1.2406
Si -0.1379 2.4334 -1.9851
C -0.6298 3.8090 -0.7724
C 0.5904 3.3608 -3.4882
C -1.4055 1.1677 -2.3138
Si -3.1004 1.8662 -2.4695
C -3.3414 3.3142 -3.6982
C -3.7599 2.5770 -0.8161
C -4.4220 0.6028 -3.0396
Si -0.9269 -0.0578 -3.6034
C -1.7388 0.2226 -5.3144
C 0.9307 -0.1322 -4.0487
C -1.4059 -1.8448 -3.1428
H 2.9477 2.1534 -2.0885
H 2.9999 1.5060 -0.4294
H 2.4396 3.1617 -0.7202
H 0.1683 4.5466 -0.6537
H -0.8491 3.3849 0.2120
H -1.5225 4.3374 -1.1144
H 1.3603 4.0908 -3.2205
H -0.2022 3.8909 -4.0216
H 1.0334 2.6493 -4.1916
H -2.7388 4.1778 -3.4003
H -4.3846 3.6383 -3.7544
H -3.0256 3.0237 -4.7041
H -3.7745 3.6698 -0.8299
H -3.1234 2.2643 0.0152
H -4.7788 2.2410 -0.6065
H -4.5940 0.6794 -4.1158
H -5.3813 0.7763 -2.5454
H -4.1222 -0.4272 -2.8319
H -1.4628 1.2038 -5.7111
H -2.8286 0.1916 -5.2377
H -1.4337 -0.5344 -6.0426
H 1.5093 0.5307 -3.4023
H 1.1055 0.1756 -5.0823
H 1.3294 -1.1398 -3.9300
H -2.4917 -1.9565 -3.0696
H -0.9784 -2.1303 -2.1772
H -1.0492 -2.5598 -3.8900
N -2.5329 1.9819 2.2723
N -2.8575 1.1982 3.3844
C -2.6939 -0.1968 3.3569
O -3.1686 -0.8223 4.3110
O -2.0617 -0.6429 2.3537
H -1.8551 2.6903 2.5219
H -3.3520 2.4129 1.8639
H -3.4314 1.5673 4.1213
C 6.2916 3.4698 4.3103
C 5.1029 2.7926 3.6796
C 5.0473 1.4190 3.5288
C 3.9460 0.7782 2.9646
C 4.0176 -0.7226 2.8425
C 2.8486 1.5478 2.5460
C 2.8924 2.9500 2.6879
C 1.7713 3.8585 2.2512
C 4.0176 3.5418 3.2456
C 1.6165 0.8777 1.9614
O 0.4969 1.4206 2.1503
O 1.7572 -0.1967 1.3246
H 7.0844 2.7522 4.5186
H 5.9963 3.9449 5.2479
H 6.6864 4.2446 3.6513
H 5.8879 0.8156 3.8574
H 4.7303 -1.1205 3.5674
H 4.3602 -1.0017 1.8441
H 3.0534 -1.1972 2.9884
H 1.3852 3.5749 1.2751
H 2.1179 4.8926 2.2184
H 0.9391 3.7893 2.9510
H 4.0465 4.6220 3.3512
*
```

=====

DFT (wB97M-V/def2-TZVPD) results for a 2-piece molecular cluster, C2F2N2 overall.

Output
- Kohn-Sham gap (alpha / beta): 6.41 / 7.21 eV
- LUMO (alpha / beta): -2.7 / -2.6 eV
- HOMO level (alpha / beta): -9.126 / -9.764 eV
- Energy above the lowest of the compared OMol25 structures with the same formula, charge and spin: 6.4195 eV

ORCA input file:
```
! wB97M-V def2-TZVPD RIJCOSX def2/J DEFGRID3
* xyz 0 1
C -0.6802 -1.0203 -0.8424
C -0.0955 0.2207 -0.6990
N -1.2213 -2.0504 -0.8940
N 1.3081 0.1178 1.5431
F -0.4900 1.3904 -1.0918
F 1.1790 1.3418 1.9842
*
```

=====

DFT (wB97M-V/def2-TZVPD) results for a 9-piece molecular cluster, C30H49Cl16NO4 overall.

Output
- Kohn-Sham gap: 8.47 eV
- LUMO: -0.6 eV
- HOMO level: -9.083 eV

ORCA input file:
```
! wB97M-V def2-TZVPD RIJCOSX def2/J DEFGRID3
* xyz 0 1
C 0.6017 1.5914 -4.2384
C -0.3151 0.8118 -3.1423
O 0.0530 1.4067 -1.8539
C -0.5879 0.6018 -0.8166
C 0.1634 0.7876 0.5842
N 1.1981 -0.2513 0.8914
C 0.4776 -1.4670 1.3185
O -0.1338 -1.6951 2.3942
C 0.6179 -2.5713 0.1801
C -0.0741 -3.9300 -0.0401
C 0.3746 -4.7611 -1.2732
C 1.4902 -4.1628 -2.2043
C 2.1800 -2.7842 -1.9334
C 3.3426 -2.2576 -2.8966
O 4.3475 -3.3155 -3.0071
C 5.3242 -3.2185 -1.9453
C 1.7273 -1.9506 -0.7138
C 2.2048 -0.5484 -0.1332
O 3.2300 0.0774 -0.4773
H 0.2471 1.2215 -5.2574
H 0.4848 2.7188 -4.0906
H 1.6819 1.2756 -4.0498
H 0.0750 -0.2637 -3.1151
H -1.4270 0.9013 -3.3825
H -1.6460 1.0549 -0.6847
H -0.7502 -0.4832 -1.1341
H -0.6474 0.6841 1.4017
H 0.5460 1.8711 0.6939
H -0.8679 -4.2467 0.7068
H -0.1048 -5.7867 -1.4568
H 1.7710 -4.8215 -3.1032
H 3.8135 -1.2700 -2.5710
H 2.9089 -2.1197 -3.9425
H 6.3841 -2.9373 -2.3182
H 5.4672 -4.2082 -1.3645
H 5.0386 -2.4219 -1.1565
Cl 3.0732 1.9322 -7.4111
C 4.2486 3.1010 -6.7589
C 4.0341 3.3640 -5.2817
Cl 2.5242 4.2552 -4.9702
H 4.1750 4.0185 -7.3450
H 5.2408 2.6738 -6.9184
H 4.8493 3.9772 -4.8923
H 4.0032 2.4355 -4.7089
Cl -0.9563 3.3113 2.7263
C -2.5894 3.7606 2.1643
C -3.6161 2.6867 2.4623
Cl -3.3649 1.2200 1.4843
H -2.5330 3.9757 1.0944
H -2.8591 4.6822 2.6838
H -4.6164 3.0560 2.2250
H -3.6008 2.3969 3.5147
Cl -7.3882 3.1538 2.9192
C -8.2388 1.6674 2.4250
C -7.2881 0.6115 1.8978
Cl -6.5678 1.0739 0.3362
H -8.9902 1.9388 1.6817
H -8.7560 1.2905 3.3100
H -7.8278 -0.3234 1.7329
H -6.4759 0.4168 2.6005
Cl -5.9195 5.3939 0.2552
C -4.8301 6.5900 -0.4910
C -3.9947 5.9888 -1.6043
Cl -2.7887 4.8290 -0.9897
H -4.2055 7.0137 0.2944
H -5.4612 7.3866 -0.8907
H -3.4422 6.7775 -2.1190
H -4.6148 5.4728 -2.3391
Cl 9.4729 -5.1733 -1.9145
C 8.6758 -6.5778 -2.6664
C 7.1685 -6.4255 -2.7070
Cl 6.4412 -6.5043 -1.0829
H 8.9747 -7.4718 -2.1163
H 9.0672 -6.6568 -3.6826
H 6.7295 -7.2377 -3.2898
H 6.8721 -5.4798 -3.1647
Cl 7.7856 -10.8722 -0.7335
C 7.0766 -9.8063 0.5057
C 6.9271 -10.5036 1.8431
Cl 5.6837 -11.7785 1.8012
H 6.1177 -9.4439 0.1319
H 7.7471 -8.9506 0.6068
H 6.6167 -9.7837 2.6031
H 7.8657 -10.9567 2.1666
Cl -6.0273 0.1379 4.9407
C -6.7053 1.2357 6.1694
C -6.8604 0.5596 7.5169
Cl -8.1308 -0.6890 7.4995
H -7.6591 1.6133 5.7970
H -6.0162 2.0783 6.2546
H -7.1506 1.2958 8.2692
H -5.9295 0.0909 7.8404
Cl -4.1016 6.6598 2.6955
C -2.9213 7.8331 3.3328
C -3.1234 8.1029 4.8105
Cl -4.6318 8.9945 5.1303
H -3.0007 8.7476 2.7426
H -1.9299 7.4059 3.1664
H -2.3053 8.7186 5.1896
H -3.1485 7.1772 5.3877
*
```